Computed, not measured: a structure of composition C28H42N2O2P2STc, with wB97M-V/def2-TZVPD.

Structure (XYZ):
```
78
Properties=species:S:1:pos:R:3
Tc 0.9491 0.5494 -0.4897
S -1.0613 -0.2950 -2.7933
P -2.1901 0.9158 -0.3573
P 1.7354 -1.6698 -0.4233
O 2.0861 1.3569 -1.8409
O 2.0366 2.7741 -3.5581
N 0.3657 0.0863 1.3246
N 0.7919 2.7935 0.2460
C -1.1525 2.3619 3.8588
C 2.4536 3.6687 -1.3838
C -2.5266 2.5761 -1.1161
C -4.0215 2.9362 -1.1458
C -1.9204 2.7807 -2.5065
C 2.5283 -2.8331 2.0641
C -0.8086 0.2099 -1.2792
C 2.3315 -3.0410 3.4224
C -0.5634 0.9353 1.9843
C -1.7638 1.2896 1.3598
C -0.2576 1.5276 3.2131
C 0.9692 -0.9944 2.0782
C -2.6710 2.1153 2.0405
C 1.8331 -1.8428 1.3786
C 3.3874 -1.9061 -1.1827
C 0.6211 -3.0246 -0.9712
C 2.1864 2.5823 -2.3834
C -4.2371 -0.5636 -1.6607
C 0.8502 -3.3418 -2.4557
C -3.3729 -1.3691 0.5703
C 4.3678 -0.8846 -0.5950
C 0.6919 -1.2707 3.4140
C -3.6654 -0.1398 -0.3011
C -2.3893 2.6366 3.2884
C 0.6464 -4.2933 -0.1198
C 1.1859 3.9555 -0.5934
C 1.3755 -2.2820 4.0774
C 4.0114 -3.3041 -1.1716
H -0.1033 2.9818 0.6851
H -5.2367 -0.9672 -1.4896
H -0.0426 -5.0211 -0.5560
H 4.9252 -3.2793 -1.7697
H 4.6044 -1.1212 0.4461
H -4.5740 2.2779 -1.8149
H 1.6375 -4.7520 -0.1028
H -2.0174 3.2469 -0.4197
H 1.3230 4.8389 0.0300
H 1.7362 -3.9607 -2.5939
H -4.2616 -2.0014 0.5969
H 3.2031 -3.4838 1.5260
H -3.1093 -1.1106 1.5962
H -0.3648 -2.5628 -0.8631
H -3.6264 -1.3408 -2.1193
H 5.2993 -0.9098 -1.1643
H -3.6161 2.3695 1.5838
H 3.1933 -1.6203 -2.2215
H -4.3933 0.5049 0.2028
H -4.3177 0.2504 -2.3802
H 3.2582 3.3778 -0.7041
H -3.1084 3.2684 3.7920
H -0.0595 -0.7164 3.9539
H -2.3775 2.1202 -3.2434
H 0.0016 -3.9099 -2.8430
H 3.9844 0.1351 -0.6471
H -4.1150 3.9501 -1.5376
H -2.1176 3.8127 -2.8058
H 1.4384 2.7249 1.0307
H 0.7084 1.3358 3.6589
H 0.3381 -4.1165 0.9100
H 1.1515 -2.4696 5.1202
H 0.3629 4.1620 -1.2794
H -4.5139 2.9252 -0.1774
H 2.8802 -3.8117 3.9470
H -0.8429 2.6181 -2.5360
H -0.8788 2.8027 4.8098
H 3.3698 -4.0716 -1.5939
H -2.5610 -1.9672 0.1451
H 2.7533 4.5644 -1.9229
H 0.9635 -2.4509 -3.0712
H 4.3023 -3.6189 -0.1696
```

Values from the calculation:
**LUMO level (alpha / beta)**: -3.57 / -3.64 eV
**Charge**: +1
**Spin multiplicity**: 1
**HOMO (alpha / beta)**: -10.43 / -10.57 eV
**Molecular weight**: 630.67 Da
**HOMO-LUMO gap (alpha / beta)**: 6.9 / 6.9 eV
**Energy relative to the best compared isomer or geometry (same formula, charge and spin)**: 0.0 kcal per mole
**Max |F|**: 0.98 eV/A